(1)
ORCA calculation (ωB97M-V/def2-TZVPD) on a 17-piece molecular cluster, C32H106N8O17 overall in a non-equilibrium geometry.

Results
E = -81617.727 eV
Orbital gap (alpha / beta) = 7.89 / 2.25 eV
2S+1 = 2
E_LUMO (alpha / beta) = -0.103 / -0.311 hartree
⟨S²⟩ = 0.76
Net charge = +1

The geometry in XYZ format:
```
163
Properties=species:S:1:pos:R:3:forces:R:3:mulliken_spin:R:1
C 7.20276 5.77881 -1.75658 -1.297 0.405 0.795 0.00
C 5.76090 5.80894 -1.09690 0.921 1.300 -2.297 0.00
C 4.98314 7.10784 -1.41981 0.357 0.233 1.148 0.00
O 3.62467 7.06980 -0.89804 1.376 -0.086 -0.494 0.00
C 2.82981 8.08180 -1.50116 0.149 -0.150 0.003 0.00
N 5.03431 4.78033 -1.78560 -0.607 -2.409 0.919 0.00
H 7.61355 4.77524 -1.64618 0.275 0.163 0.851 0.00
H 7.76122 6.58677 -1.28390 0.640 -0.285 -0.293 0.00
H 7.18286 5.81669 -2.84574 -0.439 0.748 -0.061 0.00
H 5.85559 5.66219 -0.02098 -0.230 -0.304 -0.088 0.00
H 5.04220 7.23598 -2.50065 -0.492 -0.099 -0.317 0.00
H 5.49622 7.97868 -1.01175 0.003 0.239 0.261 0.00
H 2.42626 7.69928 -2.43867 -0.119 0.151 -0.172 0.00
H 3.42733 8.97226 -1.69648 0.009 0.132 -0.057 0.00
H 2.01226 8.36829 -0.83963 0.074 -0.247 0.073 0.00
H 4.29657 4.50730 -1.15211 -0.511 -0.292 -0.290 0.00
H 4.57886 5.10349 -2.62716 0.083 0.284 -0.070 0.00
C 8.04276 -4.30089 -6.34003 0.039 1.164 0.914 0.00
C 9.07334 -4.22381 -7.41835 0.637 1.103 -0.172 0.00
C 10.17618 -3.14489 -7.10491 0.342 -0.877 -0.371 0.00
O 9.64178 -1.86470 -7.25271 0.781 2.393 1.054 0.00
C 10.64718 -0.83240 -6.87980 -1.661 -0.420 -1.519 0.00
N 9.60601 -5.55799 -7.51946 0.484 -0.624 -0.319 0.00
H 7.45710 -3.38192 -6.31540 -0.203 -0.122 0.050 0.00
H 8.61348 -4.32766 -5.41177 -0.401 -0.286 0.328 0.00
H 7.39578 -5.17396 -6.42531 -0.043 0.125 -0.026 0.00
H 8.59780 -3.90620 -8.34630 0.008 0.223 -0.268 0.00
H 11.04455 -3.22865 -7.75836 -0.002 -0.405 -0.828 0.00
H 10.69406 -3.21328 -6.14823 -0.645 -0.556 0.764 0.00
H 11.04193 -0.88040 -5.86493 0.115 -0.684 -0.066 0.00
H 10.20658 0.16011 -6.97414 -0.714 -0.132 0.149 0.00
H 11.37277 -0.78798 -7.69198 0.705 -0.512 0.348 0.00
H 8.79449 -6.15393 -7.43958 0.137 -0.452 0.125 0.00
H 9.96342 -5.76086 -8.44206 0.347 0.140 -0.149 0.00
C 14.70944 0.37507 -0.47551 0.282 -1.155 1.205 0.00
C 15.72377 -0.82754 -0.29025 -1.031 1.597 0.260 0.00
C 15.07930 -2.22283 -0.40376 0.598 0.493 0.423 0.00
O 13.81979 -2.22440 0.30256 0.955 0.171 -1.091 0.00
C 13.23565 -3.50210 0.25355 -0.592 -0.543 -0.209 0.00
N 16.88051 -0.59585 -1.15933 -0.103 -0.499 -0.584 0.00
H 13.92877 0.20853 0.26673 -0.271 0.349 -0.166 0.00
H 14.24191 0.50552 -1.45147 0.126 -0.447 -0.273 0.00
H 15.22496 1.30141 -0.22207 0.074 0.053 0.065 0.00
H 16.05652 -0.77736 0.74651 0.113 0.239 0.037 0.00
H 15.76229 -2.94343 0.04609 0.078 -0.079 0.471 0.00
H 15.11706 -2.55887 -1.43998 -1.103 0.094 -0.491 0.00
H 13.88232 -4.25961 0.69638 0.100 -0.090 -0.002 0.00
H 12.97477 -3.78788 -0.76546 0.373 -0.119 -0.368 0.00
H 12.26404 -3.54136 0.74604 0.206 0.500 0.446 0.00
H 16.48815 -0.22793 -2.01419 -0.115 -0.478 -0.712 0.00
H 17.40317 0.22069 -0.87617 0.247 -0.102 0.841 0.00
C 14.46250 5.36311 -3.54520 -0.698 0.571 -0.403 0.03
C 14.47500 3.85333 -3.60941 1.133 0.652 1.559 0.03
C 13.91600 3.31538 -4.97983 0.175 -3.320 -0.427 0.14
O 13.71985 1.88864 -4.86803 -0.137 1.844 1.345 0.08
C 13.69375 1.17426 -6.06996 -0.015 -0.263 -0.543 0.00
N 15.85249 3.39386 -3.33784 -2.216 -0.890 -2.281 0.73
H 13.45573 5.64790 -3.85082 0.109 0.324 -0.277 0.00
H 15.20782 5.82145 -4.19522 -0.117 0.045 -0.113 0.00
H 14.55938 5.78184 -2.54351 0.276 -0.457 0.087 0.00
H 13.80878 3.49141 -2.82630 0.075 -0.528 -0.031 -0.02
H 14.55935 3.43365 -5.85173 0.154 0.773 0.024 -0.02
H 12.90748 3.69543 -5.14284 0.101 0.934 0.343 0.03
H 14.63131 1.36269 -6.59299 0.231 -0.630 -0.170 0.00
H 12.89746 1.45499 -6.75933 -0.326 0.462 0.148 0.00
H 13.49454 0.14067 -5.78692 0.623 -0.004 -0.220 0.00
H 16.52963 3.66897 -4.03489 0.609 1.041 0.146 -0.01
H 15.96381 2.39334 -3.25615 -0.124 -0.584 0.960 -0.01
C 13.57479 -3.53163 -5.85500 -0.361 -0.437 0.119 0.00
C 15.04536 -3.72640 -5.58288 -0.440 -0.617 0.136 0.00
C 15.61367 -2.47669 -4.92176 1.346 -0.774 0.943 0.00
O 15.67427 -1.33243 -5.73914 -0.019 0.275 -0.694 0.00
C 16.73449 -1.40258 -6.71743 -0.761 0.393 0.339 0.00
N 15.22473 -4.97017 -4.77077 0.409 1.023 -0.022 0.00
H 12.95778 -3.43385 -4.96178 0.338 0.247 0.353 0.00
H 13.18785 -4.45383 -6.28850 -0.157 0.222 -0.642 0.00
H 13.43696 -2.64705 -6.47679 -0.247 -0.205 -0.243 0.00
H 15.52290 -3.85243 -6.55456 0.218 0.103 -0.181 0.00
H 16.62799 -2.64906 -4.56184 0.477 -0.467 -0.133 0.00
H 15.12936 -2.27382 -3.96657 -0.763 0.378 -0.266 0.00
H 16.77826 -0.44478 -7.23589 -0.153 0.104 0.154 0.00
H 16.51792 -2.14825 -7.48240 0.230 -0.221 0.151 0.00
H 17.69435 -1.55084 -6.22267 0.056 -0.316 -0.038 0.00
H 16.21027 -5.18476 -4.71814 0.386 0.206 0.321 0.00
H 14.88282 -5.77831 -5.27087 -0.578 0.073 -0.238 0.00
C 9.19164 -2.06043 0.72698 0.198 0.203 0.647 0.00
C 8.63810 -0.76600 1.36196 2.347 -0.341 -1.141 0.00
C 9.77560 0.08777 2.00740 -1.074 0.187 0.770 0.00
O 9.23728 1.16419 2.80943 -0.796 0.689 0.253 0.00
C 8.39089 0.79939 3.90402 0.718 -1.252 0.528 0.00
N 8.14505 0.05604 0.24592 -0.851 -0.225 1.087 0.00
H 9.84841 -1.90958 -0.12976 -0.140 0.367 0.079 0.00
H 8.35275 -2.66627 0.38447 0.150 -0.143 0.013 0.00
H 9.78104 -2.60371 1.46559 -0.198 -0.277 0.145 0.00
H 7.91708 -1.10860 2.10417 -0.220 0.458 0.106 0.00
H 10.34777 0.63585 1.25884 -0.074 -0.275 -0.260 0.00
H 10.50515 -0.44017 2.62150 -0.205 -0.563 0.072 0.00
H 8.13459 1.52770 4.67341 0.377 1.135 -0.920 0.00
H 8.95724 0.10565 4.52538 -0.039 -0.646 -0.070 0.00
H 7.44522 0.33282 3.62812 0.070 -0.043 -0.378 0.00
H 7.76728 0.89877 0.65483 0.050 0.529 0.010 0.00
H 7.31900 -0.37589 -0.14287 -0.103 -0.398 -0.331 0.00
C 10.57973 -5.87958 -3.96821 -0.800 0.205 -0.236 0.00
C 11.01816 -7.17963 -3.31951 0.076 -0.187 -0.951 0.00
C 11.95594 -8.00149 -4.26876 -1.034 -0.091 -0.768 0.00
O 12.14076 -9.33342 -3.84207 0.501 -0.568 0.749 0.00
C 12.67971 -10.23894 -4.81063 -0.703 0.579 -0.195 0.00
N 11.65294 -6.87946 -2.04511 0.734 -0.308 -0.374 0.00
H 11.33209 -5.09106 -3.95118 0.362 -0.113 -0.097 0.00
H 9.72289 -5.47013 -3.43317 0.039 0.023 0.315 0.00
H 10.21080 -5.99622 -4.98723 0.320 -0.165 -0.141 0.00
H 10.10803 -7.73516 -3.09334 0.097 -0.453 -0.289 0.00
H 12.90297 -7.49169 -4.44581 0.470 0.251 0.486 0.00
H 11.53118 -8.04825 -5.27150 -0.535 0.162 -0.237 0.00
H 11.94202 -10.38870 -5.59896 -0.130 0.099 -0.271 0.00
H 12.85482 -11.23246 -4.39789 0.053 0.352 0.517 0.00
H 13.59002 -9.87033 -5.28343 0.215 0.137 0.152 0.00
H 12.26457 -6.11102 -2.28071 0.227 0.622 0.329 0.00
H 12.32922 -7.62875 -2.00893 0.211 -0.480 1.062 0.00
C 9.93141 2.69417 -3.50247 1.407 0.617 0.131 0.00
C 9.96479 1.43018 -2.64153 0.192 0.710 -1.773 0.02
C 11.22916 0.59633 -2.97830 -1.038 0.522 1.139 0.00
O 10.94626 -0.72875 -2.62666 0.222 0.643 -0.153 -0.01
C 11.95238 -1.62798 -2.95698 -0.616 -1.552 0.326 0.00
N 9.86099 1.81745 -1.27717 0.861 -0.069 0.648 0.00
H 10.88702 3.21616 -3.45304 0.675 -0.076 0.350 0.00
H 9.30233 3.46883 -3.06401 -0.718 -0.310 -0.431 0.00
H 9.84852 2.53213 -4.57716 -0.791 -0.106 0.109 0.00
H 9.05956 0.88993 -2.91865 0.052 -0.826 -0.295 0.00
H 12.08255 0.88917 -2.36668 0.129 0.632 0.090 0.00
H 11.51876 0.72085 -4.02171 -0.158 -0.258 -0.332 0.00
H 11.45080 -2.58570 -2.81810 0.130 -0.431 -0.463 0.00
H 12.75688 -1.70983 -2.22610 0.513 0.772 -0.165 0.00
H 12.23119 -1.52517 -4.00569 0.487 0.036 0.060 0.00
H 8.99789 2.32637 -1.15001 -0.117 0.175 0.090 0.00
H 9.73361 0.98276 -0.72295 -0.189 -0.208 0.255 0.00
O 7.48558 1.85704 -5.42027 -0.073 -0.089 0.215 0.00
H 7.75016 1.05662 -4.96689 0.262 -0.431 0.148 0.00
H 7.38473 1.59275 -6.33471 -0.191 0.027 -0.357 0.00
O 6.51089 2.20108 -2.53010 0.405 -0.203 0.117 0.00
H 6.07340 3.05012 -2.46713 -0.766 1.165 0.193 0.00
H 6.74182 2.11813 -3.45532 0.112 0.075 -0.437 0.00
O 7.02850 2.81693 0.23845 -0.223 0.057 0.245 0.00
H 6.73903 2.62423 -0.65335 0.006 -0.119 -0.555 0.00
H 6.22316 3.02336 0.71283 -0.250 0.089 0.266 0.00
O 7.49119 4.61394 -4.97257 -0.514 0.214 0.092 0.00
H 7.52286 3.65799 -5.01023 -0.035 -0.337 -0.180 0.00
H 8.38384 4.87489 -4.74606 0.433 0.334 -0.077 0.00
O 11.33156 3.92926 -0.12922 1.363 0.843 -0.457 0.00
H 11.08196 3.12295 -0.58065 -0.476 -0.592 -0.196 0.00
H 10.63009 4.07604 0.50531 -0.578 -0.010 0.526 0.00
O 9.84474 6.18870 -4.69851 0.216 -0.289 -0.167 0.00
H 9.32605 6.96512 -4.48790 -0.228 0.308 -0.004 0.00
H 10.37538 6.03527 -3.91677 0.125 -0.016 0.347 0.00
O 6.53839 -0.38929 -2.21359 0.205 -0.897 0.052 0.00
H 6.57030 0.55880 -2.08575 -0.137 0.529 0.094 0.00
H 6.02586 -0.50647 -3.01348 -0.221 -0.199 -0.109 0.00
O 8.84148 -2.25225 -2.32190 -0.339 -0.971 -0.304 0.00
H 9.66666 -1.77149 -2.38666 -0.093 0.378 -0.030 0.00
H 8.20642 -1.60014 -2.02575 -0.396 0.303 0.002 0.00
O 9.17955 3.70335 1.59969 0.436 0.916 0.087 0.00
H 9.37854 2.81258 1.88807 -0.039 -0.554 0.510 0.00
H 8.38320 3.61387 1.07620 -0.246 -0.077 -0.247 0.00
```
Forces are in eV/Å.

=====

(2)
ORCA calculation (ωB97M-V/def2-TZVPD) on a 2-piece molecular cluster, C3H6Br2O2 overall in a non-equilibrium geometry.

Results
E = -147384.776 eV
Orbital gap (alpha / beta) = 7.90 / 4.73 eV
2S+1 = 1
E_LUMO (alpha / beta) = -0.058 / -0.122 hartree
Energy above the lowest of the compared OMol25 structures with the same formula, charge and spin = 357.18 kJ/mol

The geometry in XYZ format:
```
13
Properties=species:S:1:pos:R:3:forces:R:3:lowdin_charge:R:1
C -0.28173 -0.94298 1.66094 3.419 3.409 -1.915 -0.10
C -0.10936 0.77511 -0.53785 -0.935 1.513 -0.829 -0.54
C -0.25375 -0.59668 0.20916 1.636 0.244 -1.579 -0.54
O -1.41217 1.30151 -0.69057 -1.769 -0.218 -0.200 -0.04
O 0.39142 0.68930 -1.85722 0.722 -0.031 1.106 -0.09
Br -0.51639 -2.00762 -0.96140 -0.209 0.215 0.107 0.90
Br 3.22775 -0.13078 -0.19687 -0.816 -0.061 0.171 -0.18
H -0.12161 -1.93916 1.73023 0.904 -3.151 0.296 0.03
H -1.23385 -0.82456 2.01131 -2.467 1.185 1.507 0.07
H 0.61066 -0.36672 2.09563 -1.787 -0.636 0.072 0.13
H 0.33689 1.64350 0.01493 0.455 -1.609 0.135 0.16
H -1.82854 1.14972 -1.58047 1.109 -0.219 1.128 0.13
H 1.19068 1.24936 -1.89783 -0.262 -0.640 0.002 0.08
```
Forces are in eV/Å.

=====

(3)
ORCA calculation (ωB97M-V/def2-TZVPD) on C13H18N4O2S in the gas phase in a non-equilibrium geometry.

Results
E = -34661.265 eV
Orbital gap = 8.05 eV
2S+1 = 1
Structure (SMILES) = CCNC(=S)N1CCN(c2ccc([N+](=O)[O-])cc2)CC1
E_LUMO = -0.009 hartree
Energy above the lowest of the compared OMol25 structures with the same formula, charge and spin = 392.12 kJ/mol

The geometry in XYZ format:
```
38
Properties=species:S:1:pos:R:3:forces:R:3:lowdin_charge:R:1
C -4.29914 -2.41553 0.79470 0.088 0.161 -0.242 -0.09
H -5.19750 -2.29069 1.39362 -0.090 -0.034 0.082 0.07
H -4.41661 -3.29897 0.17318 -0.057 -0.142 -0.026 0.07
H -3.46095 -2.57297 1.46944 0.066 -0.012 0.076 0.06
C -4.07778 -1.18776 -0.08224 0.044 -0.345 0.023 -0.25
N -3.94299 0.01392 0.72381 0.007 -0.184 0.166 -0.03
C -3.07808 1.03892 0.48485 -0.164 0.272 0.080 -0.84
S -3.59984 2.59526 0.69255 -0.274 0.515 0.135 0.65
N -1.80770 0.74644 0.09736 -0.216 -0.128 -0.042 -0.13
C -0.92882 1.80034 -0.36320 0.175 0.217 -0.478 -0.18
H -1.53560 2.62431 -0.73997 0.129 -0.099 0.071 0.07
H -0.30785 2.17236 0.46231 -0.070 0.020 -0.017 0.13
C -0.04704 1.21898 -1.47309 -0.082 0.284 0.190 -0.13
N 0.71395 0.08226 -1.00158 -0.178 -0.094 -0.332 -0.09
C 2.00282 0.19442 -0.55084 0.479 0.018 0.035 -0.21
C 2.77168 -0.95954 -0.30139 -0.147 0.054 0.035 -0.01
C 4.08096 -0.87295 0.09868 0.329 0.229 0.156 0.01
C 4.67808 0.37509 0.26615 -1.372 -0.038 -0.434 -0.17
C 3.94260 1.53100 0.01818 0.481 -0.232 0.138 0.01
C 2.63167 1.44240 -0.38275 -0.250 -0.099 -0.054 -0.01
H 2.08547 2.35728 -0.54229 -0.062 0.065 -0.006 0.10
H 4.41473 2.49109 0.15967 -0.001 0.039 -0.006 0.12
N 6.03563 0.46636 0.68591 0.766 0.057 0.230 -0.37
O 6.52958 1.57510 0.78188 0.101 0.093 0.032 0.07
O 6.62856 -0.57011 0.92569 0.109 -0.077 0.036 0.07
H 4.66741 -1.76091 0.27794 0.001 -0.041 -0.007 0.12
H 2.34567 -1.93786 -0.45535 -0.026 -0.065 -0.032 0.11
C -0.17465 -0.95758 -0.53123 -0.135 -0.133 0.373 -0.12
H 0.38298 -1.80827 -0.14726 -0.022 0.027 -0.063 0.11
H -0.79544 -1.29232 -1.36964 0.007 -0.049 0.083 0.13
C -1.06421 -0.39467 0.58881 0.115 -0.466 -0.117 -0.11
H -1.73866 -1.15458 0.97465 0.007 0.018 0.004 0.11
H -0.41043 -0.06630 1.41183 -0.088 -0.055 -0.032 0.14
H 0.61353 1.97798 -1.88614 -0.018 -0.035 -0.013 0.12
H -0.69595 0.86199 -2.28110 0.034 0.092 0.024 0.13
H -4.82489 0.35570 1.08466 0.230 0.093 -0.049 0.11
H -4.93463 -1.07299 -0.75874 0.163 0.034 -0.016 0.12
H -3.18653 -1.30721 -0.69908 -0.080 0.040 -0.005 0.10
```
Forces are in eV/Å.